Entry 1:
{"formula": "C31H30FNO3PPdS2SiTe", "method": "wB97M-V/def2-TZVPD", "fmax_ev_per_a": 2.60, "charge": -1, "e_homo_ev": [-4.4, -4.4], "symbols": ["Pd", "C", "Si", "C", "C", "N", "C", "C", "C", "C", "C", "C", "F", "H", "H", "H", "H", "H", "H", "H", "H", "H", "H", "H", "H", "H", "O", "S", "O", "O", "C", "C", "C", "C", "C", "C", "P", "C", "C", "C", "C", "C", "C", "C", "C", "C", "C", "C", "C", "H", "H", "H", "H", "H", "H", "H", "H", "H", "H", "H", "H", "H", "H", "Te", "C", "C", "C", "C", "S", "H", "H", "H"], "positions_angstrom": [[-1.126, 0.308, -0.908], [-2.009, 1.393, 3.713], [-1.072, 1.276, 2.059], [-1.450, 2.916, 1.249], [0.763, 1.295, 2.545], [-1.411, -0.103, 1.033], [-2.045, -1.275, 1.335], [-2.507, -1.590, 2.622], [-3.118, -2.789, 2.934], [-3.307, -3.772, 1.974], [-2.853, -3.521, 0.693], [-2.243, -2.328, 0.398], [-1.804, -2.205, -0.876], [-1.691, 2.335, 4.157], [-1.771, 0.616, 4.431], [-3.088, 1.428, 3.592], [-1.096, 3.709, 1.903], [-2.515, 3.052, 1.089], [-0.966, 3.043, 0.271], [1.053, 2.307, 2.820], [1.430, 0.980, 1.755], [0.948, 0.654, 3.405], [-2.389, -0.871, 3.413], [-3.448, -2.946, 3.953], [-3.787, -4.710, 2.214], [-2.948, -4.241, -0.110], [-0.525, -2.113, -4.554], [-0.297, -0.694, -4.375], [-0.492, 0.109, -5.564], [-0.963, -0.143, -3.200], [1.486, -0.606, -4.089], [2.259, -0.703, -5.237], [3.639, -0.720, -5.187], [4.279, -0.638, -3.956], [3.508, -0.532, -2.814], [2.106, -0.514, -2.870], [1.264, -0.373, -1.265], [2.330, 0.857, -0.478], [3.417, 0.564, 0.339], [4.148, 1.590, 0.916], [3.800, 2.913, 0.677], [2.719, 3.208, -0.138], [1.985, 2.184, -0.711], [1.702, -1.909, -0.379], [2.337, -2.982, -0.996], [2.562, -4.160, -0.294], [2.151, -4.276, 1.021], [1.499, -3.215, 1.635], [1.265, -2.045, 0.938], [1.743, -0.753, -6.182], [4.211, -0.793, -6.103], [5.359, -0.648, -3.882], [4.008, -0.458, -1.858], [3.675, -0.464, 0.550], [4.984, 1.356, 1.561], [4.366, 3.714, 1.135], [2.435, 4.237, -0.318], [1.119, 2.410, -1.335], [2.647, -2.910, -2.029], [3.050, -4.988, -0.791], [2.320, -5.197, 1.563], [1.145, -3.304, 2.653], [0.711, -1.243, 1.403], [-3.186, 1.523, -2.084], [-4.138, 2.677, -0.655], [-4.973, 2.226, 0.337], [-5.491, 3.258, 1.144], [-5.060, 4.492, 0.751], [-4.017, 4.382, -0.596], [-5.179, 1.180, 0.484], [-6.154, 3.099, 1.979], [-5.306, 5.437, 1.197]]}

=====

Entry 2:
{"formula": "C31H30HfN4O3PSe2Te2", "method": "wB97M-V/def2-TZVPD", "fmax_ev_per_a": 2.22, "charge": -1, "e_homo_ev": -3.9, "symbols": ["Hf", "N", "C", "C", "O", "O", "H", "H", "H", "H", "N", "C", "C", "C", "C", "C", "C", "C", "C", "N", "C", "H", "H", "H", "H", "H", "H", "H", "H", "Se", "Te", "Te", "Se", "N", "P", "C", "C", "C", "C", "C", "C", "C", "C", "C", "C", "C", "C", "C", "C", "C", "C", "C", "C", "H", "H", "H", "H", "H", "H", "H", "H", "H", "H", "H", "H", "H", "H", "H", "C", "C", "O", "H", "H", "H"], "positions_angstrom": [[1.731, -1.459, 0.091], [3.254, 0.067, 1.901], [4.123, 0.858, 1.029], [4.541, -0.023, -0.133], [5.710, -0.075, -0.461], [3.540, -0.662, -0.663], [2.877, 0.645, 2.642], [3.779, -0.689, 2.330], [5.019, 1.246, 1.509], [3.532, 1.684, 0.628], [0.739, -1.003, 2.521], [-0.421, -1.823, 2.678], [-1.317, -1.658, 3.715], [-2.447, -2.470, 3.832], [-2.650, -3.449, 2.877], [-1.751, -3.634, 1.826], [-1.906, -4.728, 0.874], [-1.090, -4.836, -0.165], [-0.032, -3.790, -0.430], [0.358, -3.000, 0.735], [-0.603, -2.824, 1.700], [0.576, -0.276, 1.801], [0.934, -0.492, 3.372], [-1.137, -0.869, 4.440], [-3.144, -2.331, 4.648], [-3.515, -4.104, 2.939], [-2.675, -5.473, 1.062], [-1.158, -5.670, -0.857], [0.842, -4.284, -0.851], [3.428, -3.206, 1.308], [5.082, -3.524, -0.565], [3.346, -4.119, -2.529], [1.810, -2.109, -2.556], [0.970, 0.481, 0.169], [0.031, 1.548, -0.420], [-0.301, 2.886, 0.779], [0.550, 2.999, 1.876], [0.344, 3.989, 2.831], [-0.717, 4.873, 2.693], [-1.572, 4.768, 1.601], [-1.366, 3.777, 0.650], [-1.665, 1.072, -0.866], [-2.377, 0.362, 0.104], [-3.660, -0.088, -0.153], [-4.250, 0.171, -1.387], [-3.552, 0.881, -2.353], [-2.258, 1.329, -2.095], [0.693, 2.396, -1.875], [1.047, 3.742, -1.868], [1.663, 4.310, -2.978], [1.934, 3.535, -4.096], [1.592, 2.187, -4.107], [0.977, 1.619, -3.002], [1.370, 2.293, 1.961], [1.010, 4.069, 3.682], [-0.884, 5.642, 3.439], [-2.404, 5.453, 1.496], [-2.042, 3.689, -0.194], [-1.909, 0.127, 1.056], [-4.190, -0.658, 0.600], [-5.250, -0.189, -1.597], [-4.008, 1.080, -3.316], [-1.715, 1.871, -2.860], [0.847, 4.350, -0.995], [1.940, 5.357, -2.963], [2.425, 3.977, -4.954], [1.824, 1.569, -4.967], [0.739, 0.561, -3.003], [-1.324, -3.295, -2.680], [-0.619, -2.775, -1.460], [-0.739, -1.615, -1.097], [-1.386, -2.512, -3.432], [-2.335, -3.587, -2.379], [-0.808, -4.166, -3.087]]}